Record 1
Entry from OMol25: a 9-piece molecular cluster, C26H67BN11O8 overall in a non-equilibrium geometry (ωB97M-V with the def2-TZVPD basis set).

Properties
* E_tot: -61496.60042 eV
* LUMO level: 1.738 eV
* frontier orbital gap: 5.90 eV
* net charge: -1
* maximum force: 1.16 eV Å⁻¹

Structure (XYZ):
```
113
C26H67BN11O8 ωB97M-V with the def2-TZVPD basis set
B -0.82 0.95 -2.26
C -2.26 1.62 -1.72
C -3.51 0.95 -2.34
N -3.46 1.21 -3.78
N -3.46 -0.49 -2.09
N -4.78 1.42 -1.76
H -0.99 0.25 -3.27
H 0.00 1.82 -2.54
H -0.38 0.19 -1.42
H -2.29 1.56 -0.63
H -2.30 2.68 -2.01
H -4.37 1.01 -4.18
H -3.22 2.19 -3.94
H -4.41 -0.84 -2.24
H -2.91 -0.93 -2.81
H -4.71 2.36 -1.40
H -5.11 0.80 -1.04
C 2.73 0.89 0.10
O 1.63 1.09 -0.38
N 3.07 -0.26 0.72
C 4.38 -0.49 1.28
C 2.04 -1.28 0.79
H 3.55 1.63 0.06
H 4.85 -1.35 0.80
H 4.30 -0.68 2.36
H 5.00 0.39 1.14
H 1.72 -1.52 -0.22
H 1.17 -0.90 1.33
H 2.42 -2.17 1.28
C -3.24 3.20 3.81
O -2.71 2.35 4.50
N -3.81 2.98 2.61
C -4.43 4.06 1.86
C -3.81 1.64 2.06
H -3.30 4.26 4.11
H -5.49 3.83 1.69
H -3.94 4.16 0.89
H -4.35 5.00 2.41
H -4.33 0.96 2.74
H -2.79 1.30 1.94
H -4.31 1.63 1.09
C 1.99 -3.14 -2.30
O 2.95 -3.00 -1.56
N 2.06 -3.59 -3.56
C 0.88 -3.72 -4.40
C 3.36 -3.96 -4.09
H 0.96 -2.88 -1.98
H 0.75 -4.76 -4.71
H 0.98 -3.10 -5.29
H 0.00 -3.40 -3.85
H 3.79 -4.74 -3.46
H 4.02 -3.09 -4.06
H 3.27 -4.31 -5.11
C -3.85 7.50 4.55
O -3.86 6.65 3.67
N -4.40 7.34 5.77
C -4.36 8.38 6.77
C -5.04 6.07 6.08
H -3.39 8.49 4.40
H -3.83 8.04 7.66
H -5.37 8.67 7.06
H -3.84 9.26 6.37
H -4.33 5.25 5.99
H -5.86 5.89 5.39
H -5.43 6.11 7.10
C -2.13 -3.38 2.52
O -1.51 -3.47 1.48
N -3.40 -2.96 2.63
C -4.08 -2.90 3.91
C -4.12 -2.54 1.43
H -1.69 -3.67 3.49
H -4.96 -3.54 3.90
H -4.39 -1.88 4.13
H -3.41 -3.24 4.69
H -4.15 -3.37 0.72
H -3.60 -1.71 0.95
H -5.13 -2.24 1.69
C 3.21 -0.98 -6.46
O 3.88 -1.12 -7.47
N 1.94 -0.56 -6.43
C 1.18 -0.42 -5.19
C 1.29 -0.22 -7.69
H 3.60 -1.21 -5.45
H 0.30 -1.06 -5.22
H 0.85 0.61 -5.05
H 1.79 -0.71 -4.34
H 1.28 -1.09 -8.35
H 1.84 0.58 -8.19
H 0.27 0.10 -7.49
C 4.30 2.48 3.79
O 4.97 2.42 2.78
N 3.03 2.92 3.86
C 2.30 2.97 5.11
C 2.37 3.36 2.64
H 4.70 2.17 4.78
H 1.41 2.34 5.05
H 2.00 3.99 5.34
H 2.93 2.60 5.92
H 2.35 2.54 1.93
H 2.92 4.19 2.20
H 1.36 3.68 2.87
C 6.81 -6.91 -3.52
O 6.73 -7.63 -4.49
N 6.22 -7.14 -2.33
C 6.36 -6.23 -1.21
C 5.40 -8.33 -2.18
H 7.41 -5.98 -3.53
H 6.81 -6.77 -0.37
H 5.37 -5.86 -0.91
H 6.99 -5.39 -1.47
H 6.01 -9.22 -2.36
H 4.59 -8.32 -2.90
H 5.00 -8.36 -1.17
```


Record 2
Entry from OMol25: a 10-piece molecular cluster, C26H67ClO13 overall in a non-equilibrium geometry (ωB97M-V with the def2-TZVPD basis set).

Properties
* E_tot: -67182.34389 eV
* LUMO level: 0.426 eV
* frontier orbital gap: 9.90 eV
* structure (SMILES): CCOCCO[C@H]1C(=O)OC[C@H]1Cl.CCO.CCO.CCO.CCO.CCO.CCO.CCO.CCO.CCO
* net charge: 0
* maximum force: 4.36 eV Å⁻¹

Structure (XYZ):
```
107
C26H67ClO13 ωB97M-V with the def2-TZVPD basis set
C -2.72 4.08 -0.56
C -1.17 3.74 -0.90
O -0.44 3.86 0.34
C 1.00 3.72 0.13
C 1.47 2.32 0.83
O 0.25 1.58 1.13
C 0.42 0.17 0.89
C 1.40 -0.63 1.90
O 2.34 -1.39 1.65
O 0.84 -0.24 3.17
C -0.60 0.02 3.07
C -0.96 -0.42 1.54
Cl -2.22 0.64 0.68
H -2.90 5.17 -0.86
H -3.43 3.45 -1.17
H -2.92 3.98 0.57
H -1.04 2.68 -1.31
H -0.82 4.48 -1.71
H 1.25 3.66 -0.98
H 1.46 4.63 0.65
H 1.99 2.64 1.81
H 2.22 1.74 0.20
H 0.56 -0.20 -0.18
H -0.93 1.07 3.37
H -1.29 -0.67 3.67
H -1.08 -1.55 1.37
C 1.99 0.40 6.62
C 1.94 -0.87 7.44
O 0.98 -1.77 6.90
H 1.01 0.89 6.61
H 2.72 1.10 7.03
H 2.25 0.19 5.58
H 1.66 -0.66 8.47
H 2.92 -1.37 7.44
H 1.24 -1.96 5.99
C 5.33 -2.31 -0.65
C 6.52 -1.75 0.11
O 6.30 -0.38 0.42
H 5.17 -1.75 -1.58
H 5.49 -3.37 -0.90
H 4.42 -2.22 -0.06
H 7.43 -1.83 -0.49
H 6.68 -2.30 1.04
H 5.50 -0.32 0.95
C -1.77 7.13 3.26
C -2.17 6.13 2.20
O -2.52 6.81 0.99
H -2.59 7.82 3.46
H -1.51 6.62 4.19
H -0.92 7.73 2.93
H -3.04 5.55 2.52
H -1.35 5.44 1.98
H -1.75 7.31 0.71
C 9.95 -2.74 3.29
C 9.59 -3.77 2.23
O 9.21 -3.11 1.03
H 9.10 -2.08 3.49
H 10.24 -3.23 4.23
H 10.78 -2.11 2.96
H 8.75 -4.38 2.57
H 10.44 -4.43 2.03
H 9.96 -2.58 0.74
C -1.43 -1.90 10.11
C -1.80 -2.92 9.05
O -2.19 -2.26 7.85
H -2.28 -1.24 10.32
H -1.13 -2.39 11.04
H -0.61 -1.26 9.77
H -2.63 -3.53 9.38
H -0.95 -3.57 8.83
H -1.45 -1.72 7.55
C -2.25 0.47 -4.72
C -1.76 1.35 -3.59
O -2.65 1.28 -2.48
H -3.25 0.79 -5.04
H -1.58 0.52 -5.57
H -2.34 -0.57 -4.39
H -1.69 2.39 -3.91
H -0.76 1.03 -3.25
H -2.70 0.36 -2.20
C -5.02 -1.92 -8.17
C -3.84 -1.34 -7.41
O -4.07 0.03 -7.11
H -5.19 -1.36 -9.10
H -4.85 -2.97 -8.41
H -5.93 -1.84 -7.58
H -2.93 -1.40 -8.02
H -3.67 -1.88 -6.48
H -4.87 0.08 -6.57
C -8.82 -0.63 -9.69
C -8.74 -1.34 -8.35
O -7.98 -0.56 -7.43
H -7.82 -0.46 -10.10
H -9.40 -1.22 -10.41
H -9.30 0.35 -9.58
H -8.25 -2.31 -8.46
H -9.74 -1.51 -7.93
H -8.43 0.29 -7.33
C 1.74 -3.75 -2.55
C 2.58 -2.80 -3.37
O 2.28 -1.45 -3.03
H 0.67 -3.56 -2.72
H 1.96 -4.79 -2.80
H 1.91 -3.60 -1.48
H 2.39 -2.93 -4.43
H 3.65 -2.97 -3.19
H 2.46 -1.34 -2.09
```